C43H22F15GeN3NiO4S | ωB97M-V/def2-TZVPD

Computed properties:
LUMO (spin up / spin down) = -0.72 / -0.85 eV
net charge = 0
energy = -206759.3632 eV
HOMO level (spin up / spin down) = -7.269 / -7.213 eV
Kohn-Sham gap (spin up / spin down) = 6.55 / 6.36 eV
multiplicity = 3

Each line ends with the Löwdin spin population.
Cartesian coordinates (Å):
Ni  2.04303  -0.83042  0.04561  0.979
C  3.73959  3.15488  -1.03056  0.001
O  4.84518  2.25368  -0.76947  -0.001
C  4.29163  1.15977  -0.22567  -0.003
N  3.05184  1.17080  0.03606  0.019
C  2.52339  2.47649  -0.34078  0.001
C  1.27990  2.38292  -1.21018  0.000
C  1.13401  1.15820  -2.00165  -0.001
C  0.08669  0.77726  -2.72602  -0.002
C  -1.14886  1.58536  -2.91565  0.000
C  -0.90020  3.47385  -1.87322  0.000
C  0.41827  3.40812  -1.16157  0.000
C  5.07657  -0.04960  0.04428  -0.003
C  6.45988  -0.09729  0.14363  0.000
C  7.04763  -1.31688  0.44471  -0.004
C  6.24532  -2.43250  0.62843  0.000
C  4.87184  -2.28377  0.48856  -0.003
N  4.30042  -1.11747  0.19983  0.007
C  3.90400  -3.38339  0.57616  -0.002
N  2.67606  -3.18318  0.35117  0.007
C  2.02079  -4.49500  0.32504  0.028
C  3.10333  -5.42514  0.91887  0.002
O  4.31254  -4.63885  0.83838  -0.001
C  0.68208  -4.49000  1.01262  0.206
C  0.18680  -5.55515  1.69803  0.009
C  -1.03488  -5.47889  2.39796  0.314
C  -1.75509  -4.26757  2.42250  0.011
C  -1.34874  -3.19008  1.70447  0.229
C  -0.09093  -3.20487  0.90432  0.066
H  3.60481  3.23945  -2.10972  0.000
H  3.98074  4.13068  -0.61650  0.000
H  2.25861  2.99251  0.58177  0.000
H  1.96704  0.46450  -1.96464  -0.002
H  0.12196  -0.18109  -3.22632  0.000
H  -1.86096  1.06646  -3.55324  0.000
H  -1.39682  4.42837  -1.70570  0.000
H  0.66769  4.26346  -0.54253  0.000
H  7.04333  0.79977  -0.00764  0.000
H  8.12277  -1.39560  0.52979  0.000
H  6.66416  -3.40063  0.86436  0.000
H  1.85862  -4.73247  -0.73684  0.010
H  3.25503  -6.34667  0.36341  0.000
H  2.91034  -5.65168  1.96916  0.000
H  0.75233  -6.48043  1.73595  -0.006
H  -1.39280  -6.33572  2.95130  0.020
H  -2.65231  -4.20003  3.02576  -0.006
H  -1.88544  -2.24847  1.74091  0.010
H  0.55029  -2.39621  1.27887  0.030
F  -4.13231  1.85783  -1.08188  0.000
C  -3.23404  2.45499  -1.87408  0.000
C  -1.77696  2.20417  -1.60554  0.000
C  -0.79496  3.03708  -3.35704  0.000
F  0.43924  3.19569  -3.93017  0.000
C  -1.79294  3.71479  -4.25047  0.000
F  -1.28797  4.31790  -5.32536  0.000
C  -3.09529  3.78187  -4.00167  0.000
F  -3.90047  4.44178  -4.83997  0.000
C  -3.77252  3.14471  -2.88296  0.000
F  -5.11134  3.23084  -2.95335  0.000
Ge  -1.36172  1.43478  0.31692  0.004
S  0.13222  0.11098  1.12206  0.015
C  -1.38372  3.15700  1.40173  0.001
C  -0.32425  3.57415  2.19499  0.000
F  0.83502  2.90964  2.21037  0.000
C  -0.38148  4.71232  2.98351  0.000
F  0.67218  5.07721  3.71842  0.000
C  -1.52891  5.48187  2.99889  0.000
F  -1.58971  6.58314  3.73927  0.000
C  -2.60768  5.10207  2.22147  0.000
F  -3.72155  5.83621  2.22219  0.000
C  -2.51215  3.95992  1.44765  0.000
F  -3.58637  3.62768  0.72027  0.000
C  -2.98683  0.40632  0.88296  0.001
C  -3.64125  0.50813  2.09317  0.000
F  -3.25294  1.42647  2.98854  0.000
C  -4.69994  -0.32260  2.42707  0.000
F  -5.31780  -0.20750  3.60450  0.000
C  -5.11356  -1.29108  1.53038  0.000
F  -6.12929  -2.09575  1.83775  0.000
C  -4.46216  -1.43468  0.31547  0.000
F  -4.85342  -2.38095  -0.54498  0.000
C  -3.40958  -0.59189  0.02398  0.000
F  -2.77992  -0.73287  -1.16080  0.000
C  -2.14827  -4.23633  -0.96359  0.009
O  -1.13005  -3.32599  -1.38687  0.005
C  -0.20737  -2.79471  -0.58982  0.033
O  0.59937  -2.05513  -1.11149  0.008
H  -1.71994  -5.12310  -0.49572  0.002
H  -2.67632  -4.51090  -1.87206  0.001
H  -2.84454  -3.76353  -0.27771  0.003

Atoms 1-6, force components in eV/Å:
Ni 0.386 0.805 0.274
C -0.342 -0.006 -0.021
O 0.375 -0.094 0.066
C -0.485 0.289 0.013
N -0.049 -0.424 -0.216
C 0.118 0.258 -0.094

C34H47FInN5O4 | ωB97M-V/def2-TZVPD

Computed properties:
LUMO = -5.16 eV
net charge = +2
energy = -59542.2648 eV
HOMO level = -12.005 eV
Kohn-Sham gap = 6.84 eV

Each line ends with the Mulliken charge.
Cartesian coordinates (Å):
In  0.22420  0.59099  -0.57537  2.446
C  3.88307  2.30699  3.00669  -1.036
N  2.68086  1.52597  2.73049  0.133
C  1.75571  1.36493  3.85821  -0.814
C  2.38180  1.03583  1.55056  0.771
O  1.32128  0.40635  1.34838  -0.247
C  3.33036  1.19828  0.36066  -1.646
O  2.79663  0.47064  -0.73586  -0.315
C  3.15749  -0.90775  -0.71466  -1.023
C  2.14502  -1.62653  -1.59039  0.421
O  0.96274  -1.19038  -1.59843  -0.741
N  2.48622  -2.67349  -2.31486  0.156
C  3.77437  -3.36261  -2.26684  -0.974
C  1.47810  -3.35581  -3.13234  -0.947
H  4.42256  1.85771  3.83912  0.311
H  3.59831  3.32222  3.28336  0.341
H  4.54302  2.35047  2.14601  0.451
H  2.31289  0.98020  4.71088  0.462
H  0.96428  0.67125  3.59199  -0.031
H  1.32823  2.33430  4.11725  0.348
H  4.33624  0.84725  0.59912  0.632
H  3.39033  2.24399  0.05929  0.526
H  3.06443  -1.31475  0.29762  0.461
H  4.18464  -1.01165  -1.05639  0.724
H  4.51056  -2.82631  -1.68104  0.359
H  4.15030  -3.48588  -3.28117  0.348
H  3.63216  -4.34852  -1.82362  0.361
H  0.55123  -2.79484  -3.12806  0.138
H  1.30435  -4.35497  -2.73210  0.389
H  1.85774  -3.44474  -4.14931  0.387
C  1.18560  4.97631  -0.42957  -1.713
C  0.33721  3.81568  -0.85557  0.670
O  0.41436  2.72503  -0.27786  -0.753
N  -0.50564  3.98976  -1.85513  0.120
C  -1.37701  2.91734  -2.33350  -0.878
C  -0.61262  2.05597  -3.30396  1.028
C  -0.87202  2.09264  -4.66094  -1.002
C  -0.05765  1.37572  -5.52569  -0.604
C  1.01377  0.67783  -4.99509  -1.226
C  1.18679  0.67499  -3.62093  -0.106
N  0.38250  1.31680  -2.77351  0.271
H  1.62626  4.76328  0.54003  0.286
H  0.60073  5.89280  -0.36777  0.496
H  1.98372  5.12962  -1.15899  0.382
H  -0.48081  4.86312  -2.35843  0.280
H  -2.25523  3.37008  -2.78661  0.668
H  -1.71648  2.32615  -1.48205  -0.322
H  -1.69207  2.69053  -5.03541  0.549
H  -0.24557  1.38012  -6.59090  0.479
H  1.70414  0.13845  -5.62774  0.531
H  2.01771  0.13849  -3.18093  0.516
C  -1.50196  -4.12811  0.70419  -1.572
C  -0.54226  -2.93932  0.82047  1.659
C  0.89367  -3.45525  0.97744  -1.710
C  -0.89389  -2.01034  1.97051  0.950
C  -0.77412  -2.52482  3.25774  -0.579
C  -1.02431  -1.74972  4.37162  -1.546
C  -1.39367  -0.42867  4.19542  -0.774
C  -1.51958  0.14202  2.93104  0.488
C  -2.16262  1.52599  2.94099  0.348
C  -1.61595  2.59924  2.01602  -1.399
C  -3.67423  1.37379  2.72760  -1.568
C  -1.26786  -0.66130  1.79869  -0.502
N  -1.49743  -0.11128  0.47433  1.085
C  -2.55388  -0.73067  -0.20389  1.310
C  -3.63498  -1.32827  0.46805  -1.027
C  -4.74172  -1.79605  -0.21695  -0.774
C  -4.81953  -1.71218  -1.60352  -0.829
C  -3.76142  -1.14961  -2.30085  -0.944
C  -2.68942  -0.67930  -1.58342  -0.387
F  -1.62395  -0.13749  -2.27976  0.411
H  -1.14767  -4.83331  -0.05070  0.469
H  -2.50478  -3.81084  0.42482  0.306
H  -1.56892  -4.66659  1.65098  0.332
H  -0.59085  -2.37445  -0.10513  -0.682
H  0.99039  -4.11936  1.83546  0.499
H  1.59976  -2.63291  1.12321  0.184
H  1.19125  -4.02799  0.09512  0.409
H  -0.49184  -3.56184  3.38890  0.425
H  -0.96205  -2.17593  5.36410  0.438
H  -1.63160  0.17545  5.06309  0.456
H  -2.00973  1.89669  3.95831  0.727
H  -1.93421  2.43434  0.98760  0.164
H  -0.52716  2.65429  2.04936  0.084
H  -2.00257  3.57241  2.32733  0.566
H  -3.87596  0.97923  1.72907  0.187
H  -4.17587  2.33868  2.81931  0.494
H  -4.11122  0.69328  3.45857  0.357
H  -3.60702  -1.38184  1.54792  0.435
H  -5.55974  -2.22994  0.34221  0.482
H  -5.68872  -2.07343  -2.13390  0.436
H  -3.75918  -1.07448  -3.38003  0.524

Atoms 1-6, force components in eV/Å:
In -0.750 -0.735 0.336
C -0.017 -0.033 0.011
N 0.128 0.084 0.081
C 0.037 -0.021 -0.046
C 0.139 0.064 0.011
O -0.296 0.023 -0.400

- The highest energy belongs to which entry?
  C34H47FInN5O4

- What is the net charge in the second record?
  +2

- Look up the net charge of the first one.
  0